Entry 1:
Entry from OMol25: a 2-piece molecular cluster, C14H16O2 overall at a distorted geometry (ωB97M-V/def2-TZVPD).

Geometry as ORCA input:
```
! wB97M-V def2-TZVPD RIJCOSX def2/J DEFGRID3
* xyz 0 1
C -1.60728 0.89349 -2.33182
C -2.06126 1.37302 -1.01284
C -1.18018 1.46125 0.05307
C -1.59056 1.88557 1.30881
C -2.91801 2.21183 1.52904
O -3.38124 2.59557 2.73858
C -3.84296 2.14095 0.47364
C -3.40808 1.73372 -0.80581
H -0.57341 0.61146 -2.29143
H -1.65005 1.71674 -3.04720
H -2.20821 -0.02166 -2.75473
H -0.11786 1.21116 -0.09252
H -0.85424 1.95485 2.15655
H -4.33099 2.84839 2.68603
H -4.86891 2.40869 0.61093
H -4.05645 1.68041 -1.62907
C 4.90579 -0.84738 1.06245
C 3.64975 -1.37606 0.38788
C 2.41221 -0.81957 0.74882
C 1.25479 -1.26110 0.12176
C 1.31187 -2.21697 -0.86692
O 0.13299 -2.56453 -1.47087
C 2.51942 -2.79370 -1.20196
C 3.67618 -2.36797 -0.56380
H 5.37823 -1.73485 1.63621
H 4.58569 -0.13639 1.81862
H 5.65745 -0.37713 0.43676
H 2.36121 -0.07975 1.53254
H 0.29856 -0.84621 0.44424
H 0.31740 -3.06102 -2.23924
H 2.65270 -3.63994 -1.98622
H 4.66482 -2.88543 -0.83710
*
```

Values from the calculation:
M in Da: 216.280
Maximum force in eV Å⁻¹: 2.53
ΔE to the lowest compared entry with this formula, charge and spin in kcal per mole: 15.1
HOMO level in eV: -8.2247


Entry 2:
Entry from OMol25: AsF6H20O10 as an isolated structure at a distorted geometry (ωB97M-V/def2-TZVPD).

Geometry as ORCA input:
```
! wB97M-V def2-TZVPD RIJCOSX def2/J DEFGRID3
* xyz -1 1
As -7.38244 -9.38606 1.67544
F -8.46184 -9.46350 3.09507
F -8.74195 -8.63012 0.79606
F -6.39459 -9.20226 0.22944
F -5.98834 -10.02698 2.63611
F -7.74770 -11.09083 1.06149
F -6.87242 -7.77613 2.19512
O -6.88943 -6.51483 -0.18891
H -7.56400 -6.92277 -0.73185
H -7.29483 -6.42986 0.67403
O -9.26277 -11.45936 4.29554
H -9.59421 -11.89796 3.51193
H -8.83274 -10.67054 3.96529
O -5.53999 -8.13904 4.41098
H -6.04230 -8.75187 3.87398
H -5.69801 -7.28400 4.01077
O -5.53728 -10.86862 4.49003
H -6.12937 -10.49836 3.83539
H -4.70042 -10.95728 4.03392
O -8.92319 -10.83452 -0.89208
H -9.52565 -11.57800 -0.91530
H -8.19156 -11.13523 -0.35308
O -9.01611 -12.59194 1.63432
H -8.68015 -12.93417 0.80593
H -8.29690 -12.06777 1.98676
O -5.77836 -12.00516 0.66512
H -5.95128 -11.09559 0.90808
H -6.06756 -12.51486 1.42196
O -5.41056 -6.81343 1.99230
H -4.64902 -7.28069 1.64883
H -6.15829 -7.21545 1.55015
O -9.54889 -6.67576 1.10214
H -8.79110 -6.15720 1.37251
H -9.21919 -7.57281 1.04894
O -8.46810 -9.19601 4.91166
H -8.39903 -8.31460 5.27849
H -8.32230 -9.07744 3.97310
*
```

Values from the calculation:
M in Da: 369.060
Maximum force in eV Å⁻¹: 17.16
ΔE to the lowest compared entry with this formula, charge and spin in kcal per mole: 353.5
HOMO level in eV: -7.1921


- The highest M belongs to which entry?
  AsF6H20O10